(1)
Entry from the OMol25 dataset: one molecule with the formula C2H4N2OS in a non-equilibrium geometry (the ωB97M-V functional and the def2-TZVPD basis).

As for the total charge: 0. The energy above the lowest of the compared OMol25 structures with the same formula, charge and spin comes out at 93.4 kcal/mol. For the HOMO-LUMO gap, the calculation gives 9.211 eV. As for the lowest unoccupied orbital energy: -0.111 eV. The SMILES is [H]/N=C\NSC=O.

Atoms and positions in Å:
H1 -2.595 0.830 0.467
N1 -2.628 0.162 -0.389
C1 -1.466 -0.446 -0.383
N2 -0.422 -0.266 0.523
S1 1.080 -1.034 0.073
C2 2.372 0.352 -0.113
O1 3.556 0.022 -0.341
H2 -1.343 -1.446 -1.257
H3 -0.493 0.476 1.509
H4 1.940 1.350 -0.090

Löwdin atomic charge list, values in e, 6 entries: atom 1 (H): 0.055, atom 2 (N): 0.014, atom 3 (C): -0.474, atom 4 (N): -0.444, atom 5 (S): 0.874, atom 6 (C): -0.456

(2)
Entry from the OMol25 dataset: a 2-piece molecular cluster, C2H8NOS2 overall in a non-equilibrium geometry (the ωB97M-V functional and the def2-TZVPD basis).

As for the total charge: +1. The energy above the lowest of the compared OMol25 structures with the same formula, charge and spin comes out at 72.6 kcal/mol. For the HOMO-LUMO gap, the calculation gives 8.570 eV. As for the lowest unoccupied orbital energy: -5.002 eV.

Atoms and positions in Å:
C1 -0.720 -0.560 -1.351
C2 0.363 0.100 -0.554
N1 0.559 -0.587 0.663
O1 0.613 1.878 1.778
S1 -2.212 -0.855 -0.294
S2 -0.275 2.265 0.410
H1 -0.887 -0.001 -2.288
H2 -0.228 -1.451 -1.482
H3 1.184 0.221 -1.248
H4 1.105 -0.147 1.439
H5 -0.482 -0.915 0.842
H6 0.889 -1.541 0.550
H7 1.359 2.440 1.733
H8 -2.438 0.454 -0.061

Löwdin atomic charge list, values in e, 6 entries: atom 1 (C): -0.479, atom 2 (C): -0.357, atom 3 (N): 0.074, atom 4 (O): -0.512, atom 5 (S): 0.814, atom 6 (S): 0.845

(3)
Entry from the OMol25 dataset: a 2-piece molecular cluster, C18H36BFN4O3S overall in a non-equilibrium geometry (the ωB97M-V functional and the def2-TZVPD basis).

As for the total charge: +1. For the HOMO-LUMO gap (alpha / beta), the calculation gives 7.431 / 8.547 eV. As for the lowest unoccupied orbital energy (alpha / beta): -2.899 / -2.904 eV. As for the expectation value of S²: 0.75. Its spin multiplicity is 2.

Atoms and positions in Å:
C1 -4.123 2.175 -2.683
C2 -2.913 2.991 -2.262
O1 -2.506 3.805 -3.327
C3 -1.336 4.594 -3.103
B1 -0.393 4.444 -4.416
N1 -0.098 3.189 -5.012
O2 0.166 5.577 -4.947
C4 -0.625 4.300 -1.781
C5 0.724 5.033 -1.709
C6 1.013 5.692 -0.365
F1 0.562 6.997 -0.410
N2 -0.470 2.814 -1.577
C7 0.116 2.463 -0.249
C8 -1.796 2.075 -1.776
N3 -1.514 0.965 -2.659
C9 -1.173 -0.121 -2.208
S1 -0.716 -1.478 -1.656
H1 -5.035 2.732 -2.483
H2 -4.075 1.958 -3.747
H3 -4.183 1.249 -2.113
H4 -3.214 3.596 -1.396
H5 -1.622 5.648 -3.018
H6 -0.323 2.362 -4.476
H7 -0.388 3.050 -5.969
H8 -0.430 6.324 -5.053
H9 -1.230 4.640 -0.937
H10 1.524 4.317 -1.915
H11 0.735 5.829 -2.450
H12 2.082 5.715 -0.165
H13 0.503 5.207 0.468
H14 0.166 2.483 -2.308
H15 1.173 2.708 -0.228
H16 -0.394 3.053 0.508
H17 -0.032 1.407 -0.048
H18 -2.096 1.709 -0.793
C10 -0.322 -5.691 2.352
C11 0.506 -4.647 1.575
C12 1.946 -5.134 1.389
C13 2.779 -5.082 2.667
C14 2.725 -3.692 3.300
C15 1.299 -3.191 3.540
N4 0.504 -3.318 2.275
O3 0.731 -2.344 1.465
C16 0.648 -3.972 4.690
C17 1.317 -1.729 3.966
C18 -0.156 -4.464 0.220
H19 0.285 -6.316 3.004
H20 -1.094 -5.216 2.956
H21 -0.824 -6.358 1.653
H22 2.433 -4.514 0.628
H23 1.915 -6.151 0.993
H24 2.442 -5.839 3.379
H25 3.815 -5.331 2.431
H26 3.256 -3.689 4.254
H27 3.246 -2.983 2.648
H28 -0.405 -3.708 4.791
H29 1.151 -3.711 5.621
H30 0.721 -5.050 4.585
H31 1.852 -1.105 3.253
H32 1.819 -1.651 4.930
H33 0.303 -1.342 4.073
H34 -1.165 -4.060 0.333
H35 -0.228 -5.421 -0.297
H36 0.423 -3.791 -0.408

Löwdin atomic charge list, values in e, 6 entries: atom 1 (C): 0.004, atom 2 (C): -0.344, atom 3 (O): -0.039, atom 4 (C): -0.153, atom 5 (B): -0.570, atom 6 (N): 0.221

(4)
Entry from the OMol25 dataset: C55H40BrN4O6Re as an isolated structure (the ωB97M-V functional and the def2-TZVPD basis).

As for the total charge: +1. For the HOMO-LUMO gap (alpha / beta), the calculation gives 5.349 / 5.258 eV. As for the lowest unoccupied orbital energy (alpha / beta): -4.183 / -4.251 eV. As for the expectation value of S²: 0.80. Its spin multiplicity is 2.

Atoms and positions in Å:
Re1 0.104 -0.404 0.228
C1 5.744 -1.742 8.349
O1 5.986 -2.133 7.006
C2 5.053 -1.826 6.080
C3 3.906 -1.080 6.332
C4 3.017 -0.821 5.297
C5 3.253 -1.286 4.011
C6 4.407 -2.036 3.772
C7 5.296 -2.306 4.790
C8 2.290 -1.000 2.916
C9 2.691 -0.152 1.889
C10 3.991 0.381 1.734
C11 3.995 1.155 0.609
C12 2.674 1.175 0.108
N1 1.877 0.323 0.859
C13 2.208 2.033 -0.900
C14 0.865 2.215 -1.135
C15 0.312 3.336 -1.837
C16 -1.029 3.276 -1.700
C17 -1.337 2.081 -0.967
C18 -2.616 1.656 -0.663
C19 -3.774 2.480 -1.096
C20 -4.602 3.090 -0.164
C21 -5.683 3.869 -0.558
C22 -5.944 4.044 -1.914
O2 -6.962 4.781 -2.408
C23 -7.819 5.436 -1.486
C24 -5.123 3.429 -2.861
C25 -4.055 2.660 -2.452
C26 -2.870 0.457 0.006
N2 -1.912 -0.416 0.473
C27 -2.581 -1.568 0.869
C28 -2.014 -2.693 1.469
C29 -2.686 -3.986 1.260
C30 -3.325 -4.188 0.029
C31 -3.921 -5.388 -0.319
C32 -3.877 -6.456 0.572
O3 -4.416 -7.665 0.348
C33 -4.978 -7.923 -0.932
C34 -3.220 -6.292 1.795
C35 -2.628 -5.097 2.119
C36 -0.846 -2.502 2.260
C37 -0.508 -3.143 3.490
C38 0.650 -2.583 3.928
C39 1.048 -1.622 2.957
N3 0.093 -1.557 1.965
C40 -3.980 -1.382 0.652
C41 -4.160 -0.127 0.166
N4 -0.162 1.428 -0.629
C42 3.167 2.866 -1.667
C43 3.974 3.829 -1.055
C44 4.836 4.603 -1.802
C45 4.915 4.432 -3.187
O4 5.789 5.236 -3.828
C46 5.935 5.073 -5.230
C47 4.110 3.484 -3.812
C48 3.244 2.715 -3.045
H1 6.563 -2.151 8.932
H2 4.798 -2.151 8.713
H3 5.737 -0.654 8.447
H4 3.698 -0.690 7.317
H5 2.129 -0.234 5.498
H6 4.598 -2.425 2.779
H7 6.187 -2.894 4.617
H8 4.820 0.189 2.395
H9 4.828 1.686 0.181
H10 0.896 4.103 -2.317
H11 -1.760 3.987 -2.046
H12 -4.402 2.964 0.893
H13 -6.303 4.332 0.194
H14 -8.545 5.977 -2.084
H15 -7.264 6.142 -0.864
H16 -8.338 4.714 -0.850
H17 -5.350 3.562 -3.910
H18 -3.435 2.174 -3.196
H19 -3.318 -3.400 -0.711
H20 -4.391 -5.483 -1.286
H21 -5.229 -8.978 -0.940
H22 -4.258 -7.714 -1.725
H23 -5.884 -7.332 -1.088
H24 -3.180 -7.133 2.474
H25 -2.126 -5.047 3.068
H26 -1.097 -3.862 4.022
H27 1.194 -2.819 4.827
H28 -4.736 -2.109 0.897
H29 -5.088 0.354 -0.090
H30 3.906 3.989 0.014
H31 5.455 5.359 -1.340
H32 6.713 5.768 -5.533
H33 5.007 5.316 -5.753
H34 6.242 4.055 -5.478
H35 4.138 3.336 -4.881
H36 2.618 1.979 -3.535
Br1 0.448 2.384 -5.956
C49 0.449 0.897 -4.790
C50 -0.650 0.676 -3.974
C51 -0.623 -0.382 -3.080
C52 0.490 -1.213 -3.018
C53 1.558 -1.017 -3.889
C54 1.548 0.052 -4.767
C55 0.578 -2.334 -2.045
O5 0.994 -3.425 -2.269
O6 0.201 -2.005 -0.760
H37 -1.513 1.324 -4.034
H38 -1.492 -0.572 -2.460
H39 2.402 -1.694 -3.858
H40 2.385 0.230 -5.429

Löwdin atomic charge list, values in e, 6 entries: atom 1 (Re): 1.725, atom 2 (C): -0.069, atom 3 (O): -0.070, atom 4 (C): -0.279, atom 5 (C): -0.001, atom 6 (C): -0.023

(5)
Entry from the OMol25 dataset: a 3-piece molecular cluster, C4H5N3 overall in a non-equilibrium geometry (the ωB97M-V functional and the def2-TZVPD basis).

As for the total charge: 0. The energy above the lowest of the compared OMol25 structures with the same formula, charge and spin comes out at 91.9 kcal/mol. For the HOMO-LUMO gap, the calculation gives 10.095 eV. As for the lowest unoccupied orbital energy: 0.572 eV. The SMILES is C#CN.C#N.C#N.

Atoms and positions in Å:
C1 -0.585 -1.499 -0.180
C2 -1.417 -0.627 -0.187
N1 -2.284 0.435 -0.149
H1 0.188 -2.239 -0.163
H2 -2.525 0.776 -1.074
H3 -3.129 0.232 0.375
C3 0.427 1.850 0.427
N2 1.575 1.959 0.387
H4 -0.648 1.719 0.443
C4 2.823 -0.846 0.040
N3 2.632 -1.982 -0.024
H5 2.945 0.222 0.105

Löwdin atomic charge list, values in e, 6 entries: atom 1 (C): 0.090, atom 2 (C): -0.295, atom 3 (N): 0.016, atom 4 (H): -0.001, atom 5 (H): 0.101, atom 6 (H): 0.099